This record from the OMol25 dataset describes a cluster of 19 separate species, C76H209N19O19 in total. The level of theory is ωB97M-V/def2-TZVPD.

Structure (XYZ):
```
323
Properties=species:S:1:pos:R:3:forces:R:3
C -2.498951 -6.707684 6.136572 2.2 0.9 0.2
C -2.094335 -6.168037 7.525919 1.1 -1.8 0.1
C -2.295613 -4.713932 7.618173 -0.4 1.6 -1.6
O -1.526603 -4.108045 6.551433 0.4 -0.3 0.5
C -1.914971 -2.803210 6.206994 -1.5 -0.3 -0.2
N -2.931115 -6.781159 8.560038 -1.0 -1.2 -2.4
H -3.470351 -6.305540 5.916329 -0.6 -0.3 -0.5
H -2.394321 -7.791467 6.139535 -0.5 -0.1 -0.1
H -1.710583 -6.316967 5.404966 -1.3 -0.4 0.8
H -0.996154 -6.430438 7.629329 -0.9 0.4 0.2
H -1.973191 -4.354159 8.592371 -0.1 0.4 0.2
H -3.390373 -4.507381 7.438332 0.9 0.0 0.4
H -1.199795 -2.292984 5.553362 -0.2 -0.8 -0.4
H -1.921544 -2.160754 7.057130 -0.2 0.6 1.1
H -2.979418 -2.848642 5.813330 1.2 0.4 0.0
H -2.705790 -6.711269 9.507712 0.9 0.4 1.4
H -3.092193 -7.762970 8.315674 0.0 0.6 0.4
C -4.063487 -0.410294 -2.651868 1.1 0.3 -1.9
C -3.176919 -1.102315 -3.726002 -1.7 0.7 0.3
C -3.438766 -0.454474 -5.099274 1.0 -0.9 -0.2
O -4.734985 -0.634724 -5.643890 0.3 -0.2 0.9
C -4.751469 -0.278775 -6.998747 0.6 -0.3 -0.1
N -1.853095 -0.764097 -3.271508 0.0 1.1 0.4
H -5.084518 -0.602287 -2.865552 -1.1 0.3 -0.1
H -3.763272 0.675948 -2.654032 -0.7 -0.9 0.2
H -3.782921 -0.881270 -1.759804 0.2 -0.3 1.7
H -3.349761 -2.191087 -3.692704 0.1 0.4 -0.3
H -2.686489 -0.906274 -5.796264 -0.4 0.5 0.3
H -3.191653 0.608176 -4.946080 -0.2 0.1 -0.3
H -4.624036 0.823163 -7.091072 -0.2 -0.6 -0.4
H -5.682199 -0.667973 -7.406703 -0.1 0.5 -0.1
H -3.928957 -0.836726 -7.508420 -0.3 0.6 0.0
H -1.158095 -0.987017 -3.930745 1.1 -0.9 -1.3
H -1.858106 0.258198 -3.368892 0.3 -0.1 0.6
C 5.191401 3.441564 2.168509 0.9 -1.3 -1.0
C 5.147567 3.370866 0.644439 1.5 -1.1 -1.3
C 5.710926 2.022830 0.122485 -0.6 0.0 0.9
O 5.743767 2.073393 -1.288944 0.5 0.3 0.6
C 5.997498 0.821067 -1.855542 0.1 -0.3 0.4
N 3.814068 3.615146 0.111553 -0.4 0.3 0.0
H 4.519502 2.717969 2.609657 -0.5 0.0 0.1
H 4.969554 4.426310 2.430610 -0.6 1.5 0.8
H 6.170054 3.171310 2.582727 0.0 0.2 -0.3
H 5.920044 4.042227 0.171162 -1.0 0.2 0.6
H 5.044558 1.190165 0.422169 0.1 0.1 0.1
H 6.699939 1.854796 0.585903 -0.1 0.0 -0.4
H 5.287208 0.087255 -1.477483 -0.2 -0.2 0.0
H 7.005698 0.403023 -1.724432 0.0 0.4 0.4
H 5.865746 0.969804 -2.889460 -0.3 -0.1 -1.4
H 3.113103 3.230868 0.758474 0.3 0.0 -0.8
H 3.697862 3.225726 -0.842525 0.1 0.1 1.1
C -1.395988 -7.902098 2.326007 1.1 0.3 -0.6
C 0.080206 -7.841824 1.965607 0.0 1.0 -1.4
C 1.106532 -8.285688 2.962640 0.7 0.0 0.1
O 2.444876 -7.954526 2.448786 -1.3 -0.3 0.1
C 3.453579 -8.116512 3.404220 -0.8 -0.4 1.8
N 0.301509 -8.597216 0.734442 -0.9 -0.7 0.3
H -1.657930 -7.216256 3.117360 -0.2 -0.1 0.3
H -1.647283 -8.910405 2.481736 -0.6 -1.4 0.8
H -1.922462 -7.647336 1.415420 -0.3 0.4 -0.1
H 0.253504 -6.786720 1.755159 0.4 0.5 0.2
H 1.023835 -9.380821 3.042079 0.2 0.2 0.4
H 0.955957 -7.763969 3.926271 0.1 -0.3 -0.2
H 3.523583 -9.152593 3.850170 0.0 0.8 -0.8
H 3.276446 -7.449008 4.279585 0.0 -0.2 -0.3
H 4.378993 -7.799889 2.979769 0.7 -0.1 -0.5
H 1.200931 -8.403145 0.381312 1.3 0.1 -0.3
H -0.330529 -8.338661 -0.010870 -0.3 0.2 0.1
C 9.599233 2.552137 3.235322 0.3 1.4 -0.8
C 8.894339 1.930743 4.442554 0.6 1.0 -0.2
C 8.489335 0.535328 3.960120 -0.8 0.9 1.8
O 7.377929 0.778383 3.144948 -1.0 -2.0 -0.7
C 6.725253 -0.476433 2.670445 1.4 1.6 1.4
N 9.885104 1.855759 5.543750 -0.8 -0.4 -0.1
H 10.578362 2.036111 3.018673 -0.9 0.6 0.4
H 9.754537 3.672925 3.368650 0.1 -1.4 -0.1
H 8.970615 2.454993 2.324148 0.3 0.0 0.6
H 7.979381 2.589482 4.695210 1.1 -1.3 -0.3
H 8.255908 -0.116309 4.842355 -0.1 0.2 -0.6
H 9.317811 0.102819 3.437355 0.6 -0.5 -0.5
H 7.167787 -0.792589 1.732918 0.2 -0.3 0.0
H 5.713418 -0.199085 2.524121 -1.1 0.1 -0.2
H 6.798927 -1.205507 3.497980 0.0 0.1 -0.7
H 10.036403 2.772918 5.970084 -0.2 -0.5 -0.1
H 9.523690 1.198369 6.240144 0.3 0.5 0.0
C 3.731631 6.092537 -3.151033 -0.9 0.0 0.2
C 2.204481 5.889910 -3.097270 -0.1 0.4 0.5
C 1.724634 4.706893 -3.925474 2.7 -0.4 -0.3
O 2.228458 4.731017 -5.280899 -0.3 -0.5 1.2
C 1.738154 5.817279 -6.023602 -0.5 -1.1 0.9
N 1.711404 5.823139 -1.670775 0.5 0.1 -0.8
H 4.057028 6.127120 -4.197212 0.2 0.3 0.3
H 4.230107 5.247061 -2.657566 0.0 0.2 -0.1
H 3.924210 7.013058 -2.564294 0.3 -0.4 -0.6
H 1.698123 6.728845 -3.582853 0.2 0.4 0.3
H 0.674287 4.677012 -3.973681 -1.5 -0.3 0.3
H 2.202374 3.812873 -3.508864 -0.6 -0.2 0.0
H 0.878508 6.266487 -5.524272 -0.1 0.2 -0.4
H 1.532504 5.444667 -6.990741 -0.7 -0.3 -1.1
H 2.519509 6.483698 -6.143824 1.4 2.0 -0.1
H 1.437669 6.778960 -1.400337 0.5 -0.8 0.1
H 2.483653 5.465463 -1.069147 -0.8 0.5 -0.4
C -0.894824 -4.569275 -7.866514 1.1 0.3 0.6
C -1.685166 -3.446650 -7.257369 -0.3 0.3 0.3
C -3.043203 -3.990241 -6.764128 -0.6 1.5 -1.0
O -3.031210 -4.828820 -5.647700 0.9 0.6 -0.2
C -4.337329 -5.077771 -5.181668 0.8 0.5 1.6
N -1.034146 -2.710613 -6.110909 -0.3 -0.4 -0.5
H -0.677482 -5.369379 -7.155305 -0.5 -0.2 -0.1
H 0.090742 -4.207867 -8.109555 0.5 0.3 -0.5
H -1.374917 -4.887730 -8.772279 -0.2 -0.6 -0.3
H -2.008715 -2.755019 -8.116727 0.7 -0.5 1.3
H -3.539360 -4.539460 -7.616142 0.3 0.7 0.6
H -3.586841 -3.037097 -6.546066 -0.3 -0.8 0.1
H -4.801449 -4.170492 -4.685300 0.5 -0.8 -0.6
H -4.117182 -5.841323 -4.411994 -1.0 0.1 -0.4
H -4.942941 -5.385959 -6.012083 -0.6 -0.5 -0.2
H -1.224500 -3.279072 -5.291071 0.2 0.1 0.2
H -0.008356 -2.542774 -6.101132 -1.1 -0.6 -0.7
C -2.072224 6.054701 1.204948 -0.9 0.8 -0.6
C -1.649137 4.643977 0.948973 0.0 -0.6 -1.0
C -2.261823 4.169200 -0.397579 0.1 1.2 0.5
O -3.589160 4.701568 -0.569194 0.3 -1.0 0.8
C -4.111462 4.174436 -1.772126 -0.2 0.1 0.7
N -0.185581 4.443451 0.919924 -0.9 -0.7 -0.1
H -2.050127 6.643679 0.268849 -0.1 -0.2 0.4
H -1.392998 6.507756 1.866322 1.1 0.7 0.9
H -3.050171 6.168365 1.689519 0.0 -0.2 -0.4
H -2.036155 3.990355 1.724322 -0.1 -0.1 0.3
H -2.199094 3.095140 -0.454992 -0.4 -0.7 -0.1
H -1.707739 4.564709 -1.254829 0.6 0.1 0.1
H -3.313334 4.283216 -2.471256 0.1 0.2 -1.3
H -5.032735 4.688660 -2.024717 0.2 0.3 -0.2
H -4.338769 3.122413 -1.700116 0.0 -0.6 0.2
H 0.218426 4.709319 1.800050 0.2 0.2 0.5
H 0.258330 5.002165 0.218114 0.2 0.4 -0.7
C 5.604772 -2.924924 5.786231 1.4 0.8 0.3
C 4.129807 -3.021542 5.759660 -1.5 0.7 0.6
C 3.792203 -3.631429 4.469868 -1.6 -0.6 -2.1
O 2.349976 -3.734270 4.371424 0.6 0.4 1.4
C 1.967097 -4.503774 3.286494 0.4 0.1 -0.9
N 3.523031 -3.701876 6.887102 3.7 -0.5 1.3
H 6.022075 -3.931387 5.852856 0.1 0.0 0.2
H 6.024807 -2.292622 6.580483 -0.2 -0.3 0.0
H 5.988283 -2.508176 4.842059 -0.3 -0.1 0.3
H 3.547713 -2.099038 5.797682 0.9 0.7 -0.3
H 4.261766 -4.606189 4.364377 -0.1 -0.7 0.2
H 4.125136 -3.080508 3.573534 0.1 0.3 0.5
H 2.167037 -3.890730 2.380615 -0.5 -0.6 0.0
H 0.933297 -4.868303 3.356709 0.1 0.5 0.1
H 2.608631 -5.373496 3.273365 0.1 -0.6 -0.5
H 2.591382 -3.855177 6.720510 -2.6 -0.8 -0.4
H 4.035897 -4.543295 7.201216 -0.7 0.6 -0.5
C -2.350239 -4.515522 -2.284447 0.2 -1.0 1.9
C -0.819353 -4.725641 -2.111451 -1.1 1.2 1.0
C -0.404501 -5.919896 -2.883917 1.5 0.5 -0.9
O -0.944622 -7.062483 -2.355196 -1.1 -0.9 0.9
C -0.779514 -8.169767 -3.201794 2.5 0.4 -0.2
N -0.131842 -3.501078 -2.637658 0.5 -3.1 -0.2
H -2.682284 -3.738420 -1.568563 -0.1 -0.2 -0.6
H -2.928055 -5.458112 -2.067405 0.7 0.8 0.0
H -2.568024 -4.276219 -3.300165 -0.1 0.5 -0.7
H -0.559569 -4.954076 -1.008256 -0.5 0.5 -1.3
H 0.702543 -5.926109 -2.918529 0.0 -0.4 0.2
H -0.694146 -5.849481 -3.918524 -0.4 0.4 -0.8
H 0.342859 -8.257617 -3.321691 -0.9 -0.4 -0.2
H -1.167079 -8.024676 -4.226334 -0.4 -0.1 0.5
H -1.116633 -9.048933 -2.679049 -0.4 -0.3 -0.1
H 0.787995 -3.497464 -2.223806 0.2 0.6 0.0
H -0.631457 -2.681481 -2.446898 -0.8 1.3 0.6
C 1.383418 1.817896 -8.381572 0.8 -0.2 -0.2
C 1.187496 0.437055 -7.811086 -1.0 0.3 0.3
C 0.640394 0.677941 -6.396678 0.9 -1.3 0.7
O 1.323909 1.615198 -5.593752 0.9 0.7 0.6
C 2.610722 1.266546 -5.006941 -1.2 0.4 0.7
N 0.165267 -0.318028 -8.571156 1.4 2.0 -0.8
H 0.453464 2.375240 -8.268695 -0.1 0.2 -0.4
H 1.737680 1.730746 -9.414386 -0.3 0.4 0.1
H 2.135394 2.316044 -7.756320 -0.1 0.1 -0.3
H 2.133775 -0.104114 -7.820703 -0.1 -0.2 0.1
H 0.654081 -0.278060 -5.834932 -0.5 0.1 -0.2
H -0.383646 1.062672 -6.540070 0.3 -0.3 0.4
H 2.619937 0.180544 -4.864263 0.5 0.0 -0.3
H 2.699109 1.698165 -3.954262 -0.4 -0.3 -1.4
H 3.424114 1.691370 -5.609431 -0.1 -0.5 0.1
H 0.090529 -1.241085 -8.297401 0.1 -2.3 0.8
H -0.730531 0.083044 -8.404991 -0.8 0.5 0.0
C 2.713506 -5.135927 -0.369204 1.3 1.8 1.3
C 4.207883 -5.478843 -0.445254 -0.7 -0.1 0.5
C 5.054409 -4.531518 0.409037 -0.1 0.5 -2.8
O 4.976676 -3.227856 -0.195753 0.0 0.0 0.4
C 4.211092 -2.270209 0.541379 0.2 -1.3 0.6
N 4.351411 -6.888402 -0.095040 0.7 -0.6 0.1
H 2.525975 -4.071093 -0.638687 0.1 -0.7 0.3
H 2.364633 -5.343808 0.649642 -0.1 0.2 -0.1
H 2.152253 -5.723085 -1.004158 -1.1 -1.4 -1.5
H 4.539376 -5.295185 -1.468037 0.1 -0.3 -0.1
H 6.077054 -4.859331 0.310513 0.6 -0.1 0.1
H 4.788344 -4.521882 1.416376 -0.7 0.1 1.9
H 4.678396 -2.193281 1.557233 -0.7 0.3 -0.6
H 3.136422 -2.585651 0.586754 0.8 0.5 0.3
H 4.291826 -1.337906 0.006580 0.0 0.4 0.0
H 5.314189 -7.201535 0.104802 -0.8 0.4 -0.2
H 3.742328 -7.209095 0.656846 0.1 0.3 -0.2
C -2.534087 7.359439 -3.488350 2.4 -0.8 -0.8
C -3.096434 8.174909 -2.390068 -1.4 -0.8 0.7
C -3.724126 9.410077 -2.939161 -0.7 0.8 -1.5
O -4.327332 10.144781 -1.924702 -1.3 0.6 1.3
C -5.725237 10.394289 -2.085397 0.9 1.9 -2.3
N -4.155655 7.448265 -1.657353 -1.4 2.2 -1.2
H -1.632116 7.874941 -3.972615 -0.8 -0.7 1.0
H -3.209079 7.309629 -4.323498 -0.7 -0.5 -0.2
H -2.236650 6.321689 -3.118283 -0.3 1.3 -0.7
H -2.370154 8.436048 -1.672869 1.5 0.6 0.7
H -4.487927 9.126631 -3.703974 0.4 -0.1 0.5
H -3.060462 10.122705 -3.460526 0.4 -0.6 0.1
H -6.379272 9.655913 -1.707035 -0.5 -1.1 0.8
H -5.899733 10.434146 -3.210976 -0.2 0.2 1.3
H -5.987142 11.400521 -1.667753 0.4 -0.9 -0.2
H -4.676736 8.152441 -1.096774 0.7 -1.1 -0.3
H -3.876758 6.656758 -1.140645 0.6 -0.7 0.8
C -6.175422 -3.953196 5.421440 1.8 0.0 -0.8
C -6.244845 -3.093416 4.150910 0.8 1.6 0.1
C -5.375907 -3.613469 3.019591 -1.2 -1.4 -0.7
O -4.180950 -3.991937 3.616476 0.6 1.2 1.2
C -3.229788 -4.505338 2.785049 1.3 1.4 -2.1
N -7.582150 -2.778037 3.651957 1.5 -1.8 -1.9
H -5.092330 -3.966553 5.759695 -1.5 0.1 0.0
H -6.439027 -4.979965 5.212081 0.0 -0.5 -0.4
H -6.874537 -3.658550 6.174567 -0.2 0.7 0.6
H -5.698429 -2.127630 4.240911 -0.6 -0.2 1.1
H -5.334965 -2.838056 2.204563 0.4 -0.6 0.7
H -5.769573 -4.562754 2.586640 -0.4 0.5 -0.2
H -3.449525 -5.500536 2.486636 -0.4 -1.1 -0.6
H -2.236622 -4.504169 3.208766 0.1 0.0 0.9
H -3.068807 -3.845410 1.875362 -0.5 -0.7 0.5
H -8.209687 -2.653427 4.398956 -1.0 0.0 0.9
H -7.788537 -3.661070 3.141083 -0.9 1.0 0.5
C 2.572793 1.510985 4.446517 1.1 -1.0 0.1
C 2.221817 0.024190 4.552711 -1.4 0.7 1.2
C 0.661565 -0.062716 4.867035 2.3 -0.8 -0.8
O 0.020579 0.522276 3.784942 -0.9 -0.1 -0.2
C -1.382437 0.365330 3.890917 -1.3 -0.1 0.0
N 2.665806 -0.753335 3.417596 0.6 0.3 1.3
H 2.361961 1.891690 3.457868 -0.4 0.4 -0.2
H 3.651463 1.627110 4.601011 -0.1 0.0 -0.1
H 2.074802 2.025295 5.256370 -0.3 0.5 -0.1
H 2.707493 -0.344998 5.465432 0.0 -0.1 -0.2
H 0.425111 0.460889 5.792124 0.0 0.0 0.4
H 0.386375 -1.127909 4.918562 0.0 0.1 0.3
H -1.754547 -0.303020 4.753409 0.8 1.3 -1.0
H -1.798751 -0.105697 2.992574 0.4 0.0 0.2
H -1.817933 1.378916 3.906197 -0.1 -0.5 0.4
H 2.331310 -1.687805 3.558282 -0.2 -0.6 -0.4
H 2.337770 -0.348449 2.575678 -0.5 0.1 -1.0
C 0.232444 1.680485 -1.758214 0.9 1.0 0.9
C 0.114668 0.802348 -0.468427 1.8 0.1 -0.9
C 0.657847 -0.556143 -0.843565 -0.6 -0.8 1.3
O 0.760079 -1.541077 0.218649 -1.3 0.4 0.6
C -0.529288 -1.969062 0.781878 0.9 -1.1 -3.2
N 0.987447 1.372581 0.560815 -0.6 1.3 0.3
H -0.298300 1.256392 -2.588880 0.1 -0.4 -0.5
H 1.309675 2.014346 -2.056976 -1.8 -1.0 0.7
H -0.310732 2.602486 -1.538405 0.2 0.2 -0.1
H -0.920732 0.753059 -0.177535 -0.7 0.0 0.1
H 1.677625 -0.390690 -1.120016 0.7 -0.1 -0.5
H 0.037444 -0.985809 -1.613237 0.0 -0.1 -0.6
H -1.186695 -2.346181 -0.125713 1.0 0.5 1.8
H -1.070048 -1.189055 1.275142 -0.1 0.5 0.5
H -0.254354 -2.812120 1.425514 -0.4 0.3 0.0
H 0.847630 0.945850 1.487584 -0.2 0.2 -0.6
H 0.695455 2.377369 0.627837 0.4 -0.9 0.4
C -1.740950 5.349710 5.876897 1.2 1.7 0.0
C -0.873589 5.001233 4.672714 0.1 2.5 0.6
C 0.485455 5.671843 4.924183 -1.3 0.1 -1.4
O 1.248349 5.473078 3.740250 -0.4 -0.2 0.7
C 2.579178 5.830397 3.917652 1.4 1.3 -1.4
N -0.820183 3.634793 4.448189 0.3 -3.2 0.4
H -2.664308 4.865751 5.955708 -1.5 -0.7 -0.3
H -1.861584 6.429251 5.833698 -0.6 0.2 -0.1
H -1.270713 5.262358 6.865189 0.5 -0.6 -0.3
H -1.180225 5.484528 3.726182 -0.7 -0.1 0.5
H 0.863594 5.092863 5.714420 1.2 -0.3 1.5
H 0.342087 6.756643 5.160093 0.4 -0.7 -0.1
H 2.656606 6.766858 4.458837 -0.1 0.5 0.2
H 2.969261 6.071099 2.884896 -0.1 -0.6 1.1
H 3.264091 5.165265 4.471829 -0.6 -0.5 -0.4
H -0.108942 3.414324 3.747417 -0.2 -0.4 0.5
H -0.702826 3.040899 5.317919 0.1 1.1 -1.5
C -3.436372 3.807819 -5.456344 1.5 -1.0 0.0
C -2.045484 3.370334 -5.953784 -0.6 0.9 -0.5
C -1.309526 4.546124 -6.566567 -1.4 -0.3 -1.1
O -2.127108 4.985021 -7.669642 0.7 1.4 0.0
C -1.341380 5.660619 -8.660452 0.7 0.2 -0.4
N -1.220746 2.810846 -4.931094 1.3 0.9 1.9
H -3.814390 2.939072 -4.932033 -0.6 -0.2 0.0
H -4.021656 4.087770 -6.325267 -0.3 0.3 0.3
H -3.287183 4.569527 -4.707483 -0.3 0.7 0.0
H -2.244067 2.631115 -6.723163 0.3 -0.3 -0.3
H -0.352037 4.265771 -6.985349 0.5 -0.3 0.2
H -1.165942 5.289273 -5.763943 -0.1 0.3 -0.4
H -0.593204 6.422724 -8.235753 -0.9 -1.3 -0.2
H -1.955931 6.293103 -9.362579 0.2 -1.1 0.8
H -0.802793 4.840384 -9.238766 -0.3 1.3 0.4
H -0.265880 2.678942 -5.326984 -0.7 -0.1 0.7
H -1.067248 3.583777 -4.200232 -0.4 -1.6 -1.1
C -5.852280 4.070165 2.926084 1.4 0.5 0.4
C -5.356840 2.686931 3.367059 -0.8 -0.3 0.1
C -4.892340 1.823836 2.251498 -0.2 -1.2 -0.7
O -4.654806 0.447702 2.694235 0.0 1.0 -0.8
C -3.906620 -0.255493 1.715061 -0.9 -1.1 -0.3
N -4.375978 2.802472 4.383021 1.4 0.9 1.6
H -6.471178 4.031192 2.051252 -0.5 0.0 -0.4
H -4.987727 4.753613 2.681685 -0.7 -0.8 0.2
H -6.363946 4.531036 3.774752 -0.1 0.0 -0.2
H -6.194919 2.115643 3.811265 0.1 0.4 0.0
H -3.926349 2.157095 1.933343 0.6 0.6 -0.7
H -5.640565 1.879933 1.438823 0.4 -0.4 0.0
H -3.679079 -1.241621 2.128656 0.3 0.2 0.3
H -2.984956 0.230399 1.384366 -0.1 0.3 0.1
H -4.492174 -0.530329 0.810432 0.0 0.6 0.3
H -3.412142 3.087608 4.152988 -0.8 0.1 -0.5
H -4.262021 1.955827 4.891738 -0.1 -0.7 0.4
```
Forces are in eV/Å.

Computed properties:
Total energy   -149402.216 eV
Molecular weight   1693.62 g/mol
LUMO   0.58 eV
Multiplicity   1
Energy above the lowest of the compared OMol25 structures with the same formula, charge and spin   87.3 kcal/mol